Computed, not measured: a cluster of 2 separate species, C5H10O in total, with ωB97M-V/def2-TZVPD.

LUMO   0.039 hartree
Structure (SMILES)   C=CC.CC=O
Electronic energy   -271.706444 Eh
Energy above the lowest of the compared OMol25 structures with the same formula, charge and spin   28.97 kcal/mol
F_max   0.010 Eh/bohr

```
16
Properties=species:S:1:pos:R:3:forces:R:3
C -1.3896 -0.2260 -1.0684 0.166 -0.054 -0.065
C -0.1391 -0.6015 -1.3289 -0.188 0.046 0.026
C 0.9268 0.2922 -1.8921 0.001 0.058 -0.004
C 0.7351 0.4096 1.4438 0.196 -0.146 0.011
C -0.3876 -0.1415 2.2794 0.026 -0.100 0.017
O 1.8122 -0.1224 1.3066 -0.452 0.220 0.101
H -1.3031 -0.1800 1.6801 0.155 0.032 0.092
H -2.1179 -0.9123 -0.6427 0.124 0.069 -0.118
H -1.7298 0.7890 -1.2703 0.067 -0.135 0.025
H 0.1643 -1.6251 -1.1036 -0.071 0.143 -0.052
H 1.2437 -0.0493 -2.8849 -0.039 0.028 0.154
H 1.8095 0.2832 -1.2420 -0.119 -0.008 -0.128
H 0.5724 1.3253 -1.9813 0.031 -0.168 -0.021
H 0.5171 1.3728 0.9350 0.068 -0.081 0.071
H -0.5809 0.5255 3.1274 0.069 -0.046 -0.095
H -0.1333 -1.1397 2.6420 -0.033 0.141 -0.014
```
Forces are in eV/Å.

These are the natural (NBO) partial charges, in e, on atoms 1 to 2: C -0.4310; C -0.1590